# 1
Entry from OMol25: a cluster of 2 separate species, C7H10N2O3P in total (ωB97M-V with the def2-TZVPD basis set).

```
! wB97M-V def2-TZVPD RIJCOSX def2/J DEFGRID3
* xyz -1 1
P -1.609 -2.423 1.576
O -1.767 -1.335 2.916
O 2.695 -0.592 -0.496
O 0.748 -0.586 0.452
N 1.600 -0.111 -0.254
N -3.017 -3.389 1.970
C 1.879 2.990 -2.324
C 0.025 1.731 -0.666
C -0.289 2.935 -1.277
C -0.306 -3.477 1.925
C 2.208 1.786 -1.721
C 0.633 3.563 -2.103
C 1.272 1.184 -0.903
H -1.261 3.380 -1.108
H 2.596 3.479 -2.970
H -3.681 -3.413 1.212
H -2.777 -4.332 2.248
H -1.771 -0.462 2.523
H -0.670 1.205 -0.027
H 0.498 -3.467 1.194
H -0.551 -4.479 2.281
H 0.380 4.501 -2.579
H 3.166 1.311 -1.870
*
```

Calculated values
HOMO-LUMO gap = 3.79 eV

---

# 2
Entry from OMol25: a structure of composition C37H41ClN6O8SV (ωB97M-V with the def2-TZVPD basis set).

```
! wB97M-V def2-TZVPD RIJCOSX def2/J DEFGRID3
* xyz 2 2
V 0.813 -0.532 1.538
Cl -5.608 -2.096 1.086
S 3.425 0.659 0.152
O -0.742 -1.149 2.566
O 2.815 1.974 8.252
O 2.352 -0.462 0.303
O 2.008 -1.318 3.048
O -3.248 1.514 -2.937
O 0.389 -2.133 0.802
O 1.351 3.549 8.062
O 0.922 0.913 2.464
N 1.933 2.566 7.674
N -1.285 -2.252 2.216
N -0.905 1.680 -1.583
N -0.671 -2.787 1.260
N -1.734 2.068 -0.590
N -0.314 0.525 0.148
C 2.161 0.917 5.868
C -1.147 -3.956 0.563
C -0.623 -4.225 -0.687
C 1.108 1.336 3.733
C -2.629 -5.800 0.448
C 6.653 0.724 5.243
C 4.544 1.824 2.296
C -3.416 -1.608 -0.405
C 1.635 2.117 6.296
C -2.135 -4.722 1.162
C 4.396 0.619 1.615
C -5.492 -1.772 -1.606
C -4.810 -1.518 -2.787
C 4.947 -0.561 2.105
C 4.504 -0.057 -1.070
C 0.569 2.527 4.182
C 5.662 -0.519 3.287
C -3.434 -1.309 -2.805
C 1.880 0.508 4.565
C -2.102 1.522 -3.772
C -4.786 -1.805 -0.414
C 0.837 2.914 5.489
C -1.044 2.629 -5.824
C -2.987 3.721 -4.736
C -3.303 1.607 -6.001
C -1.649 0.065 -4.085
C -1.131 -5.314 -1.377
C 2.321 -0.791 4.116
C -1.363 1.355 0.428
C -2.748 -1.381 -1.595
C 5.271 1.846 3.474
C -2.725 -1.028 -4.109
C -1.022 2.230 -2.932
C -0.067 0.762 -1.140
C 5.843 0.681 3.984
C -2.350 2.365 -5.066
C -2.132 -6.093 -0.816
H -2.848 0.705 -6.409
H -1.263 3.282 -2.804
H 2.966 -1.365 4.792
H -3.565 2.248 -6.842
H -3.471 -0.805 -4.872
H -2.318 4.382 -4.184
H -2.895 -1.624 0.544
H -0.026 3.143 3.524
H 7.584 1.264 5.068
H -3.911 3.634 -4.166
H 4.966 -0.962 -0.681
H -3.404 -6.412 0.885
H 6.905 -0.274 5.594
H 2.764 0.320 6.539
H -1.835 1.414 1.395
H -4.041 1.678 -3.458
H -1.674 -1.243 -1.575
H -2.233 -1.947 -4.443
H -2.526 -6.937 -1.362
H 0.153 -3.605 -1.110
H 6.099 -1.429 3.676
H 4.800 -1.503 1.591
H 0.698 0.294 -1.736
H -6.561 -1.932 -1.608
H -3.230 4.229 -5.668
H 5.256 0.693 -1.309
H -0.493 1.716 -6.051
H -0.383 3.308 -5.284
H -2.516 -4.478 2.143
H -4.240 1.325 -5.516
H 4.105 2.733 1.905
H -0.038 2.137 -3.391
H -0.745 -5.549 -2.358
H -5.367 -1.474 -3.715
H -0.886 -0.244 -3.367
H 6.121 1.250 6.035
H 5.402 2.781 4.004
H -1.142 0.055 -5.050
H -1.274 3.107 -6.775
H 3.898 -0.275 -1.947
H 0.435 3.833 5.894
*
```

Calculated values
HOMO-LUMO gap (alpha / beta) = 5.31 / 5.77 eV

---

# 3
Entry from OMol25: a structure of composition C35H46BrCuN4O4PS (ωB97M-V with the def2-TZVPD basis set).

```
! wB97M-V def2-TZVPD RIJCOSX def2/J DEFGRID3
* xyz -1 1
Br -5.586 2.146 2.649
Cu -0.002 0.003 -0.857
S -0.806 -2.620 -2.986
P 0.787 0.172 1.225
O -1.053 1.480 -1.751
O -1.920 -2.758 -2.077
O -0.142 -3.821 -3.426
O -2.692 2.988 -1.968
N -2.675 0.289 -7.829
N 1.674 -1.492 -4.129
N 0.195 -1.578 -2.275
N 1.908 -0.132 -2.183
C -2.561 0.065 -5.418
C -1.058 -2.252 -5.693
C -1.917 -1.099 4.710
C 4.683 -2.289 1.134
C -2.225 -0.394 -6.692
C 1.904 2.289 2.919
C -3.811 1.886 0.437
C 0.954 4.340 1.302
C -0.147 -0.273 2.741
C 0.491 2.946 0.898
C -1.400 -1.792 -4.432
C -2.116 0.332 4.190
C 2.347 -0.822 1.243
C 3.166 -0.864 2.545
C 0.924 3.244 3.596
C 2.967 0.440 -2.719
C 2.178 -2.239 0.689
C 3.540 -2.766 0.221
C -2.196 1.965 -1.494
C 4.166 -2.031 2.545
C 0.792 4.558 2.814
C -4.619 1.188 1.313
C -3.053 1.185 -0.498
C -1.775 -2.067 3.541
C -4.750 -0.191 1.255
C -3.134 -0.203 -0.534
C -2.151 -0.632 -4.299
C 1.438 1.891 1.497
C 2.738 -0.894 -4.632
C -0.496 -1.774 2.741
C -4.000 -0.881 0.314
C 1.281 -1.100 -2.905
C 3.454 0.093 -3.970
C -1.444 0.535 2.828
C -1.480 -1.564 -6.818
H 0.464 -0.043 3.623
H -1.011 -1.153 5.324
H -2.865 1.266 -7.663
H 5.114 -1.361 0.745
H 4.986 -1.819 3.236
H 2.878 2.785 2.849
H 3.035 -1.215 -5.627
H -1.282 1.596 2.648
H 3.444 1.215 -2.125
H 0.456 2.828 -0.186
H -1.220 -1.929 -7.806
H -0.184 5.005 3.019
H 4.320 0.570 -4.404
H 3.719 -2.432 -0.804
H -2.746 -1.386 5.361
H 5.495 -3.019 1.143
H -0.627 -2.122 1.712
H 2.926 -0.280 0.483
H -0.453 -3.143 -5.776
H -0.050 2.758 3.677
H 2.067 1.414 3.550
H 2.006 4.454 1.017
H -4.073 -1.959 0.243
H -1.765 -3.103 3.886
H -2.647 -1.969 2.889
H -3.770 2.967 0.444
H 0.341 -2.340 3.159
H -2.399 -0.255 -3.318
H 1.539 5.274 3.168
H -0.540 2.795 1.235
H 1.462 -2.253 -0.135
H -1.714 1.048 4.913
H 3.680 -2.939 2.915
H 1.245 3.445 4.622
H -2.082 0.170 -8.636
H 1.772 -2.891 1.466
H -3.127 0.980 -5.299
H 2.324 1.886 0.848
H 3.710 0.078 2.663
H -2.536 -0.778 -1.228
H 3.516 -3.858 0.192
H 0.403 5.101 0.746
H -2.101 0.202 2.024
H -5.409 -0.707 1.940
H -3.182 0.556 4.095
H 2.507 -0.950 3.415
*
```

Calculated values
HOMO-LUMO gap = 7.52 eV

---

# 4
Entry from OMol25: a structure of composition C35H39MgN8O9 (ωB97M-V with the def2-TZVPD basis set).

```
! wB97M-V def2-TZVPD RIJCOSX def2/J DEFGRID3
* xyz 1 1
Mg 0.328 -4.548 -4.587
O -8.719 -0.429 -4.122
O -3.406 -0.769 -1.884
O 2.897 5.166 -10.687
O -6.047 -2.267 -8.386
O -0.269 4.493 -2.690
O 0.093 -2.833 -5.219
O 5.966 -2.208 -6.939
O 1.084 1.816 -6.929
O 4.848 1.256 -4.784
N 1.075 2.990 -1.643
N 3.891 1.845 -2.815
N 5.258 -1.626 -4.831
N 0.228 2.520 -3.724
N 4.508 -3.557 -5.833
N -1.361 -0.810 -2.832
N 2.771 0.476 -4.303
N -3.055 -1.997 -3.793
C 0.278 3.420 -2.683
C 1.321 1.537 -11.921
C 2.410 4.825 -8.390
C -8.791 -1.650 -6.127
C 1.863 3.117 -10.211
C 5.322 -2.441 -5.946
C -4.664 -0.627 -6.623
C -6.019 0.406 -4.446
C -4.746 0.837 -4.721
C 1.442 2.597 -7.795
C -2.709 -1.106 -2.812
C 0.989 0.962 -9.603
C -6.666 -1.817 -7.447
C -8.109 -0.819 -5.093
C 1.887 5.762 -5.818
C 1.399 2.246 -9.240
C -4.029 0.264 -5.792
C 0.461 -1.561 -5.730
C -10.114 -3.195 -8.035
C 2.663 6.149 -8.065
C 2.450 4.445 -9.826
C 2.482 6.591 -6.762
C -0.745 -0.931 -6.393
C -6.686 -0.459 -5.318
C -6.002 -0.966 -6.417
C 1.904 3.961 -7.416
C 1.006 0.595 -10.939
C -10.119 -2.028 -5.956
C 3.877 1.260 -4.049
C -10.830 -2.655 -6.964
C 1.768 2.794 -11.563
C -8.801 -2.791 -8.258
C 1.643 -1.664 -6.674
C 1.721 4.422 -6.120
C -8.122 -2.079 -7.278
H 1.481 2.076 -1.624
H -6.517 0.750 -3.549
H 3.038 6.884 -8.765
H 0.725 -0.845 -4.945
H 1.407 -2.390 -7.457
H 3.002 2.207 -2.506
H 1.879 -0.710 -7.155
H -3.013 0.568 -5.988
H 1.137 1.254 -12.949
H -4.126 -1.072 -7.452
H 0.903 1.785 -3.866
H 1.495 6.128 -4.877
H 4.734 2.344 -2.588
H 2.727 0.193 -5.267
H 2.422 -0.154 -3.604
H 2.815 7.592 -6.520
H -10.613 -1.705 -5.046
H -0.870 -1.023 -3.679
H -0.905 -0.479 -2.005
H -8.382 -3.119 -9.199
H 0.750 -0.440 -11.129
H 1.989 3.505 -12.345
H -11.838 -2.991 -6.755
H 1.344 3.699 -5.408
H -1.669 -1.236 -5.908
H 5.631 -0.704 -4.990
H -0.802 0.159 -6.423
H -0.324 2.769 -4.524
H 3.812 -3.558 -5.110
H 1.142 3.559 -0.819
H -2.454 -1.974 -4.595
H -4.224 1.595 -4.151
H 0.755 0.194 -8.879
H -0.999 -1.162 -7.436
H 4.948 -2.069 -3.989
H -4.049 -2.057 -3.956
H 2.612 -1.945 -6.252
H 4.340 -4.115 -6.649
H -10.621 -3.708 -8.843
*
```

Calculated values
HOMO-LUMO gap = 3.24 eV